No. 1
49
Properties=species:S:1:pos:R:3:forces:R:3 method="wB97M-V/def2-TZVPD" homo_ev=-11.1 total_energy_ev=-873217.358 charge=+1 orbital_gap_ev=6.90 largest_force_ha_per_bohr=0.1426 lumo_energy_ev=-4.15
N -1.957 2.578 -1.664 5.678 -0.497 -4.315
C -0.886 2.243 -2.477 -2.979 0.901 1.983
N -1.087 1.432 -3.738 1.638 0.827 2.326
N 0.518 2.740 -2.127 -0.638 -1.629 -2.225
C 1.363 1.552 -1.703 0.072 -1.340 0.989
C 1.579 1.434 -0.065 1.108 -0.088 -0.384
C 2.536 0.090 0.173 -0.112 0.273 0.080
C 1.800 -1.072 1.068 -1.220 -0.007 -0.518
C 1.957 -2.600 0.467 0.657 -4.752 1.291
N 1.937 -3.096 -0.985 0.734 -4.132 5.780
C 2.079 -4.616 -0.939 0.117 0.634 2.406
N 2.194 -5.196 0.464 -0.737 6.744 -2.781
C 2.127 -3.978 1.373 -0.420 2.396 -3.063
Cl 2.193 -3.997 3.225 -0.107 -0.217 -3.601
H -1.555 3.165 -0.873 0.005 -1.014 -2.554
H -1.460 0.480 -3.529 0.278 1.258 -0.248
H -0.178 1.375 -4.271 -1.466 -0.123 0.942
H 0.919 3.034 -3.064 -0.550 -0.117 1.483
H 2.426 1.533 -2.220 -2.201 0.285 1.042
H 0.797 0.562 -2.021 1.251 1.656 0.537
H 2.188 2.355 0.368 -1.515 -2.142 -1.388
H 0.568 1.383 0.528 1.828 0.017 -1.281
H 3.520 0.469 0.717 -1.986 -1.172 -1.339
H 2.786 -0.364 -0.890 -0.223 0.956 2.174
H 2.087 -1.012 2.216 -0.390 -0.590 -2.586
H 0.632 -0.832 1.027 2.411 -0.713 0.080
H 1.816 -2.463 -1.817 0.305 -1.151 1.199
H 2.065 -5.312 -1.906 0.215 1.802 2.768
H 2.271 -6.224 0.694 -0.118 1.764 -0.364
C -0.306 4.412 2.346 -0.006 0.333 0.203
Br -0.647 6.252 2.879 0.118 -0.521 -0.153
Br -1.470 3.852 0.891 1.091 1.921 2.570
Br 1.570 4.117 1.926 -0.454 0.558 0.464
H -0.544 3.780 3.207 0.057 0.269 -0.445
C 0.648 -5.107 -5.065 -0.237 -0.178 -0.761
Br 1.140 -4.004 -3.540 -0.756 -0.103 -1.793
Br 1.388 -4.417 -6.726 -0.174 -0.207 0.601
Br 1.114 -6.976 -4.786 -0.042 0.611 0.057
H -0.442 -5.059 -5.155 0.479 0.035 0.146
C -3.946 0.450 1.482 -0.035 0.198 0.224
Br -2.877 -0.124 3.002 -0.045 -0.141 -0.331
Br -2.882 1.419 0.173 -2.060 -2.717 0.573
Br -4.912 -1.033 0.675 0.254 0.288 0.198
H -4.696 1.150 1.864 0.281 -0.356 -0.094
C -3.701 3.054 5.855 -0.185 0.015 0.181
Br -4.042 4.893 6.389 0.141 -0.534 -0.232
Br -4.865 2.494 4.401 0.162 0.370 0.434
Br -1.824 2.758 5.435 -0.370 0.067 0.139
H -3.939 2.422 6.717 0.143 0.260 -0.412



No. 2
32
Properties=species:S:1:pos:R:3:forces:R:3 method="wB97M-V/def2-TZVPD" homo_ev=-11.6 total_energy_ev=-17173.851 charge=+1 orbital_gap_ev=8.76 largest_force_ha_per_bohr=0.0544 lumo_energy_ev=-2.79 de_lowest_kcal_mol=28.19
C 2.007 0.879 -0.870 -2.247 0.648 -0.862
C 1.441 2.270 -1.126 0.650 1.957 1.584
C 1.659 -1.206 -2.100 -0.535 1.355 -1.427
N 1.251 0.041 -1.858 2.066 -1.311 1.354
N 2.921 -1.586 -1.947 0.478 -0.873 0.183
N 0.821 -2.019 -2.754 0.024 -0.041 0.369
H 3.077 0.812 -1.032 -0.003 -0.030 -0.063
H 1.676 0.547 0.115 0.587 -0.011 0.107
H 2.046 3.101 -0.723 0.762 -0.588 -0.457
H 0.611 2.534 -0.461 -0.723 -0.881 -0.632
H 0.340 0.313 -2.167 -0.380 0.171 0.107
H 3.696 -1.059 -1.573 -0.473 0.322 -0.083
H 3.162 -2.520 -2.241 -0.038 0.031 0.214
H -0.168 -1.995 -2.580 -0.165 0.113 -0.079
H 1.194 -2.791 -3.258 0.002 -0.590 -0.199
H 1.263 2.528 -2.166 -0.161 -0.264 -0.042
C -0.520 1.309 3.410 0.463 -0.063 0.431
C -3.217 0.083 0.990 1.618 1.409 1.142
C -2.503 -0.914 0.394 -0.443 -1.320 -2.081
C -2.488 0.853 1.933 -2.110 -0.878 -0.601
C -1.183 0.592 2.262 0.672 0.586 0.660
C -1.160 -1.180 0.631 -0.153 1.062 0.355
C -0.495 -0.416 1.588 -0.345 -0.824 -0.362
O -3.069 -1.713 -0.624 0.778 0.681 0.252
H -4.207 0.447 0.765 -0.228 -0.678 -0.251
H -3.167 1.510 2.462 0.758 0.600 0.311
H -0.709 -1.924 -0.007 0.192 -0.306 0.367
H -3.807 -2.172 -0.245 -0.783 -0.388 0.133
H 0.193 0.624 3.854 0.198 -0.139 0.220
H -1.211 1.574 4.203 -0.307 -0.020 -0.029
H 0.490 -0.739 1.910 0.102 0.365 -0.078
H 0.057 2.219 3.213 -0.255 -0.095 -0.541



No. 3
98
Properties=species:S:1:pos:R:3:forces:R:3 method="wB97M-V/def2-TZVPD" smiles="NC(N)=O.NC(N)=O.NC(N)=O.NC(N)=O.CC(C)O.CC(C)O.CC(C)O.CC(C)O.CO.CO.CO" homo_ev=-8.5 total_energy_ev=-55111.540 orbital_gap_ev=8.49 largest_force_ha_per_bohr=0.2221 lumo_energy_ev=-0.05 de_lowest_kcal_mol=278.43
C -7.896 19.475 4.450 0.106 -0.392 -2.382
O -9.139 20.151 4.287 0.287 0.850 0.780
H -7.953 18.571 5.021 -0.758 -0.672 0.004
H -7.161 20.029 4.976 0.658 1.060 0.333
H -7.581 19.292 3.384 0.365 -0.305 1.248
H -8.891 21.077 4.106 -0.487 -0.493 -0.070
C -15.451 18.772 6.000 -1.601 -1.364 -0.167
O -14.888 17.489 5.886 0.092 -0.410 0.561
H -15.666 19.132 5.008 -0.111 0.431 -0.192
H -14.838 19.458 6.510 0.968 0.958 0.729
H -16.398 18.669 6.591 0.636 0.162 -0.556
H -13.928 17.545 5.836 -0.001 -0.124 -0.139
C -10.992 22.357 1.607 -0.068 0.118 1.461
O -9.686 22.586 1.172 0.623 1.063 -1.236
H -11.748 22.072 0.898 0.007 -0.196 -0.838
H -11.384 23.221 2.156 -0.019 -0.059 0.131
H -10.827 21.554 2.292 -0.733 -0.576 0.561
H -9.686 23.457 0.754 0.351 -0.268 -0.083
C -10.314 20.689 8.983 4.527 -4.143 -6.184
O -9.721 19.959 7.954 -3.036 3.712 5.042
N -10.386 20.405 10.217 1.761 -5.663 4.619
N -10.788 21.868 8.836 -1.815 4.946 -2.627
H -10.086 19.484 10.540 0.109 0.389 -0.435
H -11.040 20.765 10.841 -1.170 1.183 0.749
H -10.622 22.241 7.899 0.132 0.621 0.474
H -10.946 22.524 9.610 0.338 -0.530 -0.652
C -12.571 20.956 4.926 -1.018 -0.648 -9.113
O -12.769 20.888 3.571 1.395 0.539 5.466
N -11.533 20.617 5.578 5.607 -3.497 0.702
N -13.435 21.524 5.637 -6.677 2.412 1.618
H -10.735 20.067 5.078 -1.400 1.231 1.146
H -11.624 20.518 6.596 0.457 -0.402 -0.788
H -14.353 21.615 5.143 0.797 0.211 0.846
H -13.522 21.394 6.674 0.165 0.082 -0.945
C -10.652 23.989 6.283 5.671 6.710 0.907
O -9.866 25.163 6.483 -4.987 -6.040 -1.102
N -11.949 23.852 6.122 -2.864 2.858 -1.115
N -10.087 22.823 6.312 2.948 -2.550 0.140
H -12.428 24.684 5.769 0.190 -0.347 0.226
H -12.435 22.982 5.894 0.324 0.024 -0.492
H -9.078 22.764 6.472 -0.666 0.116 -0.178
H -10.608 21.976 6.018 0.811 0.613 -0.195
C -14.088 22.576 8.702 -7.669 3.498 7.085
O -15.157 22.564 9.616 5.254 -0.057 -5.038
N -13.508 21.522 8.263 1.218 -6.534 0.188
N -13.455 23.674 8.355 0.231 3.176 -0.608
H -13.958 20.614 8.605 1.022 1.762 -0.412
H -12.491 21.642 8.458 -0.598 -0.917 -0.293
H -13.865 24.566 8.691 0.448 -1.122 -0.335
H -12.810 23.732 7.495 -1.143 -0.011 1.814
C -12.452 16.254 3.480 -1.179 0.243 0.125
C -12.320 17.778 3.611 5.811 -2.984 1.894
C -11.166 18.271 2.743 1.313 0.014 -0.613
O -13.346 18.451 3.336 -8.378 0.778 -3.167
H -13.200 15.826 4.182 0.329 0.384 -0.508
H -11.515 15.755 3.680 0.342 -0.042 -0.040
H -12.762 16.044 2.443 0.084 -0.075 0.310
H -12.207 18.088 4.655 1.768 -0.985 0.880
H -11.220 17.908 1.705 -0.567 0.002 0.257
H -10.172 17.924 3.026 0.082 0.008 0.535
H -11.148 19.372 2.690 0.009 -0.523 0.123
H -13.171 19.364 3.443 0.145 2.115 -0.176
C -10.312 17.219 6.282 0.390 0.602 0.308
C -11.458 16.808 7.260 6.510 3.893 2.742
C -12.000 18.021 7.903 0.378 2.674 1.481
O -12.415 16.274 6.687 -7.752 -4.951 -6.772
H -9.369 16.984 6.773 0.177 0.025 -0.092
H -10.217 18.308 5.943 -0.603 -1.578 0.798
H -10.417 16.601 5.408 0.147 -0.248 -0.427
H -11.134 16.000 7.920 1.471 0.813 1.146
H -12.870 17.840 8.514 -0.641 -0.474 0.075
H -12.302 18.856 7.145 0.761 -1.708 1.253
H -11.242 18.340 8.618 -0.056 0.798 -0.230
H -12.931 15.810 7.330 -0.950 -0.433 0.056
C -13.678 17.723 -1.072 0.399 1.491 -1.857
C -13.953 18.465 0.194 7.404 -2.461 1.314
C -12.967 19.629 0.346 -0.499 0.257 -0.378
O -15.104 18.967 0.366 -7.594 2.693 0.110
H -12.821 17.059 -1.050 0.052 -0.137 0.351
H -13.441 18.495 -1.865 -0.487 -0.916 0.381
H -14.562 17.182 -1.343 -0.474 -0.564 -0.460
H -13.737 17.752 1.000 0.228 -0.140 0.270
H -13.196 20.306 -0.475 0.038 0.294 -0.139
H -11.941 19.359 0.272 0.826 -0.507 -0.301
H -13.041 20.182 1.273 -0.455 -0.098 0.268
H -15.833 18.345 0.209 0.401 0.206 0.127
C -15.778 23.108 3.267 1.137 0.714 0.049
C -16.669 22.124 3.860 -1.881 -1.352 -5.126
C -16.590 20.746 3.195 -2.527 -0.098 -2.796
O -16.286 21.913 5.062 0.751 -0.624 9.347
H -14.814 22.623 3.200 0.520 0.116 -0.510
H -15.670 23.946 3.934 -0.046 0.515 0.341
H -16.131 23.473 2.345 -0.133 0.276 -1.383
H -17.691 22.472 3.911 -0.676 0.191 -0.798
H -17.335 20.771 2.344 0.718 -0.247 0.479
H -16.987 19.994 3.860 -0.199 -0.094 0.323
H -15.692 20.323 2.741 0.480 0.707 0.362
H -17.089 21.765 5.635 1.750 0.024 -0.584